Entry 1:
Molecular formula: C8H19N2
Method: DFT, ωB97M-V/def2-TZVPD

Highest occupied orbital energy ... -14.288 eV
E_tot ... -11576.5466 eV
Net charge ... +1
ΔE to the lowest compared entry with this formula, charge and spin ... 34.5 kcal/mol

Each line ends with the Löwdin charge.
CARTESIAN COORDINATES (ANGSTROEM)
C (-0.023, -0.866, 1.174)  -0.076
C (-1.080, -0.288, 0.315)  -0.446
C (1.107, -0.334, 0.259)  -0.422
C (0.035, 0.200, -0.701)  -0.257
C (-1.914, -1.378, -0.276)  -0.032
C (-1.967, 0.839, 0.969)  0.002
C (1.916, -1.463, -0.357)  0.015
C (1.893, 0.765, 0.998)  -0.021
N (0.089, -0.134, -2.004)  0.165
N (0.107, 2.058, -0.731)  0.191
H (0.017, -0.393, 2.231)  0.162
H (0.032, -1.927, 1.302)  0.124
H (-2.608, -1.000, -1.014)  0.094
H (-2.468, -1.880, 0.455)  0.087
H (-1.385, -2.140, -0.790)  0.083
H (-2.817, 1.282, 0.376)  0.107
H (-1.364, 1.706, 1.151)  0.049
H (-2.375, 0.332, 1.853)  0.103
H (2.239, -1.077, -1.344)  0.094
H (1.139, -2.225, -0.593)  0.108
H (2.683, -1.851, 0.164)  0.057
H (2.684, 1.336, 0.607)  0.082
H (2.474, 0.322, 1.720)  0.067
H (1.217, 1.304, 1.648)  0.083
H (-0.819, -0.263, -2.494)  0.153
H (0.903, -0.170, -2.503)  0.079
H (0.750, 2.283, -1.443)  0.098
H (0.320, 2.519, 0.148)  0.101
H (-0.785, 2.444, -1.121)  0.149

=====

Entry 2:
Molecular formula: C3H5IN2O
Method: DFT, ωB97M-V/def2-TZVPD

Highest occupied orbital energy (spin up / spin down) ... -5.283 / -8.928 eV
E_tot ... -16314.9358 eV
Spin multiplicity ... 3
Expectation value of S² ... 2.009
Net charge ... 0
ΔE to the lowest compared entry with this formula, charge and spin ... 0.0 kcal/mol

Each line ends with the Mulliken spin population.
CARTESIAN COORDINATES (ANGSTROEM)
C (0.084, 2.967, 1.188)  0.000
C (-0.097, -2.489, -0.721)  -0.026
C (-0.165, -1.030, -0.249)  0.419
N (0.344, 3.959, 1.773)  0.004
N (-0.245, -2.926, -1.906)  0.170
O (-0.282, 1.962, 0.728)  0.013
I (1.693, -0.053, -0.688)  1.413
H (-0.066, -3.266, 0.024)  0.001
H (-0.297, -1.067, 0.940)  0.007
H (-0.903, -0.470, -0.789)  -0.005
H (0.586, 4.772, 2.296)  0.000
H (-0.653, -2.359, -2.595)  0.004

=====

Entry 3:
Molecular formula: C8H18FN3O7PS2
Method: DFT, ωB97M-V/def2-TZVPD

Highest occupied orbital energy ... -11.858 eV
E_tot ... -61060.2748 eV
Net charge ... +1

Each line ends with the Löwdin charge.
CARTESIAN COORDINATES (ANGSTROEM)
C (3.566, 1.501, 2.254)  -0.056
C (3.135, 1.551, 0.776)  -0.407
N (3.990, 1.744, -0.117)  0.167
C (1.638, 1.414, 0.502)  -0.047
C (1.257, 0.484, -0.656)  -0.458
F (2.342, -0.063, -1.295)  0.071
O (0.717, 1.297, -1.709)  -0.068
S (0.169, 0.186, -2.803)  0.687
O (1.018, 0.066, -3.915)  -0.170
O (-1.167, 0.383, -3.268)  -0.245
O (0.086, -1.144, -1.836)  -0.151
C (0.354, -0.759, -0.462)  -0.409
N (-0.929, -0.660, 0.246)  -0.055
C (-1.962, -1.480, -0.407)  -0.060
C (-1.505, 0.685, 0.319)  -0.461
C (-1.527, 1.318, 1.715)  0.027
O (-1.956, 1.280, -0.595)  0.128
P (1.225, -2.113, 0.506)  0.332
O (2.449, -2.726, -0.330)  -0.168
O (0.172, -3.316, 0.740)  -0.196
S (1.832, -1.524, 2.251)  0.407
H (2.836, 1.005, 2.893)  0.023
H (4.581, 1.124, 2.370)  0.084
H (3.577, 2.553, 2.581)  0.091
H (4.899, 1.801, 0.341)  0.070
H (1.152, 1.139, 1.436)  0.073
H (1.282, 2.413, 0.217)  0.148
H (-2.795, -1.520, 0.312)  0.105
H (-1.644, -2.493, -0.644)  0.097
H (-2.342, -1.022, -1.330)  0.061
H (-1.271, 0.562, 2.461)  0.087
H (-2.556, 1.646, 1.892)  0.090
H (-0.868, 2.184, 1.779)  0.089
H (3.145, -2.857, 0.339)  0.074
H (0.496, -3.847, 1.485)  0.082
N (-5.081, -0.163, -1.609)  0.339
H (-5.770, 0.422, -2.089)  0.165
H (-5.025, -1.074, -2.071)  0.164
H (-4.158, 0.296, -1.643)  0.134
H (-5.362, -0.291, -0.635)  0.160

=====

Entry 4:
Molecular formula: C13H19N10O5PdS
Method: DFT, ωB97M-V/def2-TZVPD

Highest occupied orbital energy ... -4.859 eV
E_tot ... -53236.9225 eV
Net charge ... -1
ΔE to the lowest compared entry with this formula, charge and spin ... 54.3 kcal/mol

Each line ends with the Löwdin charge.
CARTESIAN COORDINATES (ANGSTROEM)
Pd (-0.370, 0.995, 14.521)  0.556
N (-4.727, -0.079, 15.635)  0.003
N (-3.557, 0.538, 15.204)  -0.051
C (-3.584, 1.945, 15.262)  -0.412
N (-4.754, 2.584, 15.442)  0.171
N (-2.398, 2.490, 15.214)  0.112
N (-2.273, 3.919, 15.252)  -0.317
O (-1.983, 4.344, 13.843)  0.068
O (-3.205, 4.565, 15.821)  -0.078
H (-4.555, -0.478, 16.569)  0.092
H (-4.919, -0.881, 15.064)  0.072
H (-2.631, 0.177, 15.496)  0.064
H (-5.564, 2.081, 15.802)  0.095
H (-4.469, 3.479, 15.784)  0.040
O (1.124, 7.223, 11.884)  -0.351
S (0.275, 6.059, 12.117)  0.639
O (-0.891, 5.889, 11.252)  -0.325
N (1.115, 4.664, 12.401)  -0.048
C (0.485, 3.928, 13.379)  -0.464
O (0.791, 2.769, 13.680)  -0.079
C (-0.621, 4.676, 14.172)  -0.310
C (-0.786, 4.306, 15.654)  -0.062
C (-0.805, 5.485, 16.584)  -0.037
C (-0.445, 6.724, 16.210)  -0.040
C (-0.147, 7.069, 14.766)  -0.011
C (-0.286, 6.115, 13.825)  -0.173
H (-0.285, 3.478, 16.073)  0.106
H (-0.875, 5.260, 17.637)  0.104
H (-0.347, 7.502, 16.937)  0.089
H (0.317, 8.007, 14.653)  0.088
C (1.582, 1.483, 17.460)  -0.093
C (2.715, 0.678, 16.859)  -0.435
C (3.223, 1.346, 15.594)  -0.086
C (2.312, -0.794, 16.731)  -0.144
N (1.042, -1.020, 16.077)  -0.132
C (0.669, -0.789, 14.786)  -0.360
N (-0.645, -1.041, 14.728)  -0.124
N (-1.061, -1.287, 16.037)  -0.088
N (-0.089, -1.269, 16.838)  0.030
H (1.864, 2.580, 17.551)  0.097
H (1.281, 1.102, 18.462)  0.088
H (0.790, 1.449, 16.735)  0.021
H (3.578, 0.670, 17.554)  0.130
H (2.491, 1.303, 14.724)  0.067
H (4.016, 0.782, 15.123)  0.064
H (3.480, 2.408, 15.734)  0.087
H (2.314, -1.188, 17.753)  0.121
H (3.115, -1.330, 16.272)  0.108
H (1.300, -0.955, 13.926)  0.109

=====

Entry 5:
Molecular formula: CH3N2O
Method: DFT, ωB97M-V/def2-TZVPD

Highest occupied orbital energy ... -16.679 eV
E_tot ... -6099.4308 eV
Net charge ... +1
ΔE to the lowest compared entry with this formula, charge and spin ... 123.4 kcal/mol

Each line ends with the Löwdin charge.
CARTESIAN COORDINATES (ANGSTROEM)
O (0.863, -1.089, -1.490)  0.283
N (0.306, -0.420, -0.735)  -0.126
C (-0.084, 0.001, 0.908)  0.249
N (-0.271, 0.577, -0.396)  0.157
H (0.803, 0.196, 1.501)  0.135
H (-0.948, -0.473, 1.255)  0.105
H (-0.669, 1.208, -1.044)  0.196

=====

Entry 6:
Molecular formula: C11H21N3O4
Method: DFT, ωB97M-V/def2-TZVPD

Highest occupied orbital energy ... -9.334 eV
E_tot ... -24408.8665 eV
Net charge ... 0
ΔE to the lowest compared entry with this formula, charge and spin ... 31.3 kcal/mol

Each line ends with the Löwdin charge.
CARTESIAN COORDINATES (ANGSTROEM)
C (-2.112, -3.754, -2.610)  -0.118
C (-1.415, -2.438, -2.814)  -0.233
C (-0.859, -1.890, -1.480)  -0.344
C (0.189, -2.938, -1.000)  -0.058
C (-1.932, -1.718, -0.421)  -0.314
N (-3.196, -1.190, -0.924)  0.069
C (-1.217, -0.886, 0.663)  -0.454
O (-0.886, -1.378, 1.719)  0.079
N (-1.002, 0.422, 0.306)  0.108
C (-0.450, 1.415, 1.221)  -0.203
C (1.050, 1.023, 1.629)  -0.124
C (1.885, 0.961, 0.386)  -0.098
C (3.403, 1.174, 0.775)  -0.473
N (4.340, 0.745, -0.123)  0.171
O (3.669, 1.867, 1.755)  0.037
C (-0.483, 2.837, 0.666)  -0.528
O (-0.530, 3.013, -0.487)  0.158
O (-0.322, 3.806, 1.573)  0.132
H (-2.517, -4.071, -3.586)  0.080
H (-2.946, -3.685, -1.923)  0.070
H (-1.393, -4.552, -2.369)  0.070
H (-0.559, -2.570, -3.506)  0.119
H (-2.128, -1.713, -3.212)  0.102
H (-0.238, -1.022, -1.674)  0.121
H (1.030, -2.956, -1.727)  0.094
H (-0.202, -3.944, -0.992)  0.061
H (0.580, -2.729, -0.029)  0.063
H (-2.124, -2.741, 0.022)  0.166
H (-3.036, -0.320, -1.403)  0.068
H (-3.747, -0.970, -0.068)  0.104
H (-1.109, 0.760, -0.639)  0.132
H (-1.044, 1.252, 2.109)  0.145
H (0.924, 0.107, 2.246)  0.124
H (1.464, 1.806, 2.292)  0.114
H (1.536, 1.657, -0.338)  0.099
H (1.755, -0.055, -0.150)  0.136
H (5.247, 0.965, 0.103)  0.072
H (4.139, 0.346, -1.022)  0.105
H (-0.429, 3.422, 2.487)  0.149

=====

Entry 7:
Molecular formula: C10H12FNO2
Method: DFT, ωB97M-V/def2-TZVPD

Highest occupied orbital energy ... -8.576 eV
E_tot ... -18864.0619 eV
Net charge ... 0
ΔE to the lowest compared entry with this formula, charge and spin ... 54.0 kcal/mol

Each line ends with the Löwdin charge.
CARTESIAN COORDINATES (ANGSTROEM)
O (3.530, 1.229, 0.430)  -0.066
N (2.155, 1.443, 0.496)  -0.017
C (1.342, 1.117, -0.443)  -0.145
C (-0.085, 1.349, -0.404)  -0.205
C (-0.837, 0.890, -1.495)  -0.047
C (-2.194, 1.137, -1.465)  -0.098
C (-2.854, 1.917, -0.499)  -0.035
C (-1.998, 2.453, 0.574)  -0.067
C (-0.643, 2.244, 0.555)  -0.045
H (3.611, 0.357, -0.109)  0.117
H (1.702, 0.488, -1.229)  0.095
H (-0.313, 0.236, -2.170)  0.107
H (-2.659, 0.490, -2.189)  0.097
H (-3.811, 2.283, -0.608)  0.064
H (-2.432, 2.991, 1.455)  0.112
H (-0.079, 2.872, 1.228)  0.110
C (-0.296, -2.204, 1.368)  -0.091
C (0.588, -2.986, 0.382)  -0.142
C (1.484, -2.023, -0.383)  -0.530
O (1.584, -1.773, -1.517)  0.158
F (2.267, -1.302, 0.383)  0.098
H (-0.839, -2.840, 2.005)  0.046
H (-1.083, -1.544, 0.885)  0.096
H (0.555, -1.664, 1.963)  0.120
H (0.036, -3.707, -0.318)  0.149
H (1.268, -3.452, 1.107)  0.118

=====

Entry 8:
Molecular formula: C2H9FInO2S
Method: DFT, ωB97M-V/def2-TZVPD

Highest occupied orbital energy ... -4.525 eV
E_tot ... -25042.8078 eV
Net charge ... -1

Each line ends with the Löwdin charge.
CARTESIAN COORDINATES (ANGSTROEM)
O (2.170, -1.823, 2.068)  -0.463
In (2.051, -0.509, 0.479)  0.393
S (2.135, 1.766, 1.559)  0.102
C (0.018, -0.670, -0.356)  -0.304
C (-1.084, -0.279, 0.598)  -0.300
F (-2.077, -1.310, 0.681)  -0.136
H (1.320, -2.255, 2.178)  -0.074
H (3.415, -0.718, -0.591)  -0.116
H (1.243, 2.292, 0.704)  -0.325
H (-0.012, -0.047, -1.253)  0.008
H (-0.166, -1.698, -0.677)  0.031
H (-0.761, -0.121, 1.628)  0.085
H (-1.629, 0.607, 0.265)  0.086
O (-1.888, 1.636, -2.217)  -0.055
H (-2.290, 0.801, -2.476)  0.039
H (-2.445, 2.326, -2.590)  0.028

=====

Number 7 is which compound?
C10H12FNO2